No. 1
{"formula": "C5H7NO2S2", "method": "ωB97M-V/def2-TZVPD", "homo_energy_ev": -9.2, "largest_force_ev_per_a": 3.03, "e_above_lowest_ev": 3.878, "total_energy_ev": -32549.63051, "total_charge": 0, "symbols": ["C", "C", "C", "C", "C", "H", "H", "H", "H", "H", "H", "H", "N", "O", "O", "S", "S"], "xyz": [[1.568, -1.256, -2.448], [0.651, -1.217, -1.174], [1.468, -0.025, -0.591], [-1.503, 0.127, 1.570], [-1.405, 0.946, 0.346], [0.924, -2.208, -0.761], [-0.502, -1.169, -1.361], [1.792, -0.297, 0.375], [0.945, 0.968, -0.614], [-1.266, 2.150, 3.783], [-1.609, -0.938, 1.421], [-1.074, 2.007, 0.436], [-1.452, 0.561, 2.769], [1.564, -1.845, -3.511], [-1.336, 1.945, 2.838], [2.751, -0.002, -1.979], [-1.517, 0.255, -1.100]], "mulliken_charge": [0.328, -0.336, -0.608, -0.059, -0.110, 0.302, 0.279, 0.394, 0.344, 0.356, 0.392, 0.417, -0.433, -0.550, -0.366, -0.161, -0.189]}

---

No. 2
{"formula": "C5H7NO3", "method": "ωB97M-V/def2-TZVPD", "homo_energy_ev": -9.7, "largest_force_ev_per_a": 18.09, "e_above_lowest_ev": 5.061, "total_energy_ev": -12927.12290, "total_charge": 0, "symbols": ["C", "C", "C", "C", "C", "H", "H", "H", "H", "H", "H", "H", "N", "O", "O", "O"], "xyz": [[-0.875, -0.878, 1.222], [0.129, 0.233, 0.820], [1.250, -0.431, -0.003], [0.901, -0.093, -1.426], [-0.158, 1.035, -1.312], [-2.448, -1.130, 1.984], [0.300, 0.643, 1.535], [1.434, -1.281, 0.327], [2.216, 0.136, 0.434], [1.718, 0.266, -2.137], [0.106, -0.873, -2.168], [-1.020, 1.745, 0.224], [-0.383, 1.239, -0.016], [-1.911, -0.335, 1.652], [-0.741, -2.043, 1.097], [-0.520, 1.766, -2.233]], "mulliken_charge": [0.607, -0.799, -0.802, -0.254, 0.301, 0.372, 1.022, 0.633, 0.212, 0.313, 0.197, -0.049, -0.101, -0.412, -0.576, -0.664]}

---

No. 3
{"formula": "C5H7NO3", "method": "ωB97M-V/def2-TZVPD", "homo_energy_ev": -10.0, "largest_force_ev_per_a": 8.72, "smiles": "O=COC[C@H]1CN1C=O", "e_above_lowest_ev": 5.993, "total_energy_ev": -12926.19131, "total_charge": 0, "symbols": ["O", "C", "O", "C", "C", "C", "N", "C", "O", "H", "H", "H", "H", "H", "H", "H"], "xyz": [[3.511, 0.236, -0.419], [2.568, 0.877, 0.298], [1.352, 0.158, 0.519], [0.855, -0.840, -0.574], [-0.649, -0.924, -0.536], [-1.446, -0.868, 0.670], [-1.769, 0.050, -0.479], [-1.654, 1.344, -0.118], [-0.831, 2.271, -0.498], [2.497, 1.947, 1.047], [1.195, -0.414, -1.600], [1.046, -1.953, -0.318], [-1.058, -1.680, -1.255], [-2.380, -1.502, 1.019], [-0.945, -0.262, 1.521], [-2.294, 1.561, 0.725]], "mulliken_charge": [-0.527, 0.231, -0.254, -0.465, 0.204, -0.557, -0.300, 0.070, -0.550, 0.270, 0.350, 0.280, 0.347, 0.228, 0.264, 0.410]}

---

No. 4
{"formula": "C5H7NO3", "method": "ωB97M-V/def2-TZVPD", "homo_energy_ev": -10.1, "largest_force_ev_per_a": 6.43, "smiles": "C#C[C@]1(CO)OC1=O.N", "e_above_lowest_ev": 5.646, "total_energy_ev": -12926.53843, "total_charge": 0, "symbols": ["C", "C", "C", "C", "O", "O", "C", "O", "H", "H", "H", "H", "N", "H", "H", "H"], "xyz": [[0.814, -1.959, 1.580], [0.300, -1.043, 1.007], [-0.396, 0.172, 0.510], [0.430, 1.354, 0.067], [1.411, 1.745, 0.981], [-1.476, 0.699, 1.519], [-1.836, 0.215, 0.401], [-2.728, -0.092, -0.288], [1.443, -2.770, 1.776], [-0.306, 2.194, -0.104], [0.893, 1.169, -0.925], [1.139, 1.354, 1.847], [0.166, -0.526, -1.842], [0.248, -1.532, -1.598], [0.643, -0.508, -2.861], [-0.744, -0.470, -2.069]], "mulliken_charge": [0.066, -0.866, 0.701, -0.196, -0.515, -0.403, 0.405, -0.528, 0.484, 0.253, 0.297, 0.354, -0.806, 0.249, 0.276, 0.230]}

---

No. 5
{"formula": "C5H7NO3S", "method": "ωB97M-V/def2-TZVPD", "homo_energy_ev": -9.3, "largest_force_ev_per_a": 4.16, "smiles": "CO[C@@]1(O)CSC(C=O)=N1", "e_above_lowest_ev": 1.455, "total_energy_ev": -23764.01629, "total_charge": 0, "symbols": ["C", "O", "C", "O", "C", "S", "C", "C", "O", "N", "H", "H", "H", "H", "H", "H", "H"], "xyz": [[-1.466, -1.903, 0.590], [-0.068, -1.564, -0.002], [0.372, -0.329, 0.497], [0.405, -0.244, 1.856], [1.860, -0.119, -0.048], [1.868, 1.332, -1.067], [0.138, 1.503, -0.843], [-0.462, 2.736, -1.533], [-1.487, 3.258, -1.302], [-0.451, 0.713, -0.069], [-1.933, -2.844, 0.176], [-2.193, -1.150, 0.360], [-1.536, -2.022, 1.614], [-0.012, -1.174, 2.093], [2.619, -0.236, 0.700], [2.030, -0.936, -0.761], [0.315, 2.981, -2.261]], "mulliken_charge": [-0.965, -0.445, 1.016, -0.497, -0.763, -0.215, 0.505, -0.089, -0.408, -0.565, 0.292, 0.395, 0.359, 0.404, 0.427, 0.298, 0.252]}

---

No. 6
{"formula": "C5H7NOS", "method": "ωB97M-V/def2-TZVPD", "homo_energy_ev": -8.2, "largest_force_ev_per_a": 4.13, "e_above_lowest_ev": 5.602, "total_energy_ev": -19666.00068, "total_charge": 0, "symbols": ["C", "C", "C", "C", "C", "N", "O", "S", "H", "H", "H", "H", "H", "H", "H"], "xyz": [[1.241, -0.971, -0.083], [-0.061, -1.334, -0.226], [-0.875, 0.903, -0.466], [1.563, 0.428, 0.370], [0.612, 1.316, -0.461], [-1.016, -0.331, -0.058], [-3.252, 0.646, -0.078], [-2.759, -0.695, 0.044], [1.950, -1.567, -0.458], [-0.367, -2.425, -0.274], [1.264, 0.590, 1.462], [2.668, 0.563, 0.296], [0.821, 1.374, -1.537], [0.657, 2.298, 0.028], [-2.447, -0.793, 1.441]], "mulliken_charge": [-0.627, -0.167, -0.439, -0.450, -0.338, 0.078, -0.420, 0.298, 0.483, 0.333, 0.197, 0.295, 0.293, 0.320, 0.146]}

---

No. 7
{"formula": "C5H7NOS", "method": "ωB97M-V/def2-TZVPD", "homo_energy_ev": -9.5, "largest_force_ev_per_a": 2.83, "smiles": "C[C@@H](O)[C@]1(C#N)CS1", "e_above_lowest_ev": 2.231, "total_energy_ev": -19669.37174, "total_charge": 0, "symbols": ["C", "C", "O", "C", "C", "N", "C", "S", "H", "H", "H", "H", "H", "H", "H"], "xyz": [[-0.780, 1.302, 1.052], [-0.171, -0.056, 0.838], [-1.057, -1.168, 0.918], [0.413, -0.130, -0.645], [-0.559, -0.017, -1.703], [-1.245, 0.064, -2.620], [1.564, -1.032, -0.749], [1.978, 0.728, -0.861], [-1.815, 1.498, 0.626], [-0.035, 2.013, 0.856], [-0.985, 1.557, 2.038], [0.560, -0.411, 1.707], [-1.595, -1.200, 0.163], [1.936, -1.574, 0.048], [1.792, -1.572, -1.667]], "mulliken_charge": [-1.441, 0.224, -0.513, 1.172, 0.008, -0.439, -1.323, -0.136, 0.295, 0.400, 0.453, 0.282, 0.352, 0.326, 0.340]}

---

No. 8
{"formula": "C5H7NP2", "method": "ωB97M-V/def2-TZVPD", "homo_energy_ev": [-7.3, -7.1], "largest_force_ev_per_a": 5.18, "smiles": "[H]/P=N/P=C1/C=CCC1", "e_above_lowest_ev": 0.166, "total_energy_ev": -25361.81970, "total_charge": 0, "symbols": ["H", "P", "N", "P", "C", "C", "C", "C", "C", "H", "H", "H", "H", "H", "H"], "xyz": [[3.555, 1.665, -1.469], [2.957, 1.619, -0.146], [2.903, 0.023, -0.189], [2.221, -1.367, 0.080], [0.282, -0.795, 0.417], [-0.600, -1.549, -0.285], [-1.810, -0.969, -0.377], [-1.678, 0.507, 0.086], [-0.317, 0.568, 0.674], [-0.389, -2.602, -0.663], [-2.752, -1.523, -0.549], [-1.729, 1.355, -0.661], [-2.490, 0.724, 0.874], [-0.282, 0.747, 1.778], [0.130, 1.598, 0.428]], "mulliken_charge": [0.046, -0.063, 0.017, -0.002, 0.105, -0.322, -0.591, -0.412, -0.312, 0.302, 0.351, 0.245, 0.200, 0.262, 0.174]}

---

No. 9
{"formula": "C5H7O3P", "method": "ωB97M-V/def2-TZVPD", "homo_energy_ev": -8.4, "largest_force_ev_per_a": 4.01, "smiles": "CPC(C)=C=O.O=C=O", "e_above_lowest_ev": 2.234, "total_energy_ev": -20728.10354, "total_charge": 0, "symbols": ["C", "P", "C", "C", "C", "O", "H", "H", "H", "H", "H", "H", "H", "O", "C", "O"], "xyz": [[1.347, -1.682, 0.880], [-0.343, -0.993, 0.705], [0.221, 0.572, -0.181], [0.559, 0.268, -1.616], [0.233, 1.620, 0.609], [0.146, 2.391, 1.488], [2.050, -1.434, 0.022], [1.207, -2.647, 1.107], [1.685, -1.228, 1.818], [-0.329, -0.582, 1.981], [-0.311, -0.466, -1.884], [1.605, -0.194, -1.526], [0.506, 1.225, -2.305], [-3.060, 0.126, 0.260], [-2.864, 1.055, -0.354], [-2.653, 1.969, -1.004]], "mulliken_charge": [-0.922, 0.176, -0.209, -0.986, 0.629, -0.450, 0.188, 0.394, 0.310, 0.004, 0.290, 0.291, 0.287, -0.361, 0.734, -0.374]}

---

No. 10
{"formula": "C5H7OP", "method": "ωB97M-V/def2-TZVPD", "homo_energy_ev": -8.9, "largest_force_ev_per_a": 3.43, "e_above_lowest_ev": 3.865, "total_energy_ev": -16630.08782, "total_charge": 0, "symbols": ["C", "C", "C", "C", "C", "O", "P", "H", "H", "H", "H", "H", "H", "H"], "xyz": [[1.756, -0.072, 0.059], [2.888, 0.322, 0.842], [0.907, -1.332, -0.019], [-0.122, -0.745, -0.969], [-0.333, 1.745, 0.357], [3.179, -0.025, -0.382], [0.528, 0.954, -0.970], [1.426, -2.322, -0.086], [0.418, -1.444, 1.008], [-0.049, -1.145, -2.040], [-1.200, -0.863, -0.599], [-1.372, 1.742, 0.032], [-0.024, 2.756, 0.620], [-0.340, 1.101, 1.291]], "mulliken_charge": [0.842, -0.445, -0.835, -0.400, -0.911, -0.237, -0.112, 0.347, 0.199, 0.305, 0.330, 0.298, 0.320, 0.298]}

---

No. 11
{"formula": "C5H7OP", "method": "ωB97M-V/def2-TZVPD", "homo_energy_ev": [-8.7, -8.4], "largest_force_ev_per_a": 2.64, "e_above_lowest_ev": 4.572, "total_energy_ev": -16629.37995, "total_charge": 0, "symbols": ["C", "C", "C", "C", "C", "O", "P", "H", "H", "H", "H", "H", "H", "H"], "xyz": [[0.267, -1.464, -1.174], [1.432, -0.877, -1.578], [-0.342, -0.589, -0.229], [0.600, 0.411, -0.179], [-1.545, -0.630, 0.678], [1.655, 0.277, -0.990], [-0.156, 2.638, 1.675], [0.017, -2.484, -1.473], [2.268, -1.291, -2.067], [-2.330, -0.455, -0.095], [-1.884, -1.497, 1.212], [-1.402, 0.217, 1.344], [0.307, 3.232, 0.493], [1.113, 2.514, 2.381]], "mulliken_charge": [-0.536, -0.296, 0.651, -0.246, -0.890, -0.285, 0.035, 0.339, 0.416, 0.244, 0.333, 0.083, 0.069, 0.082]}

---

No. 12
{"formula": "C5H7P", "method": "ωB97M-V/def2-TZVPD", "homo_energy_ev": [-7.4, -7.4], "largest_force_ev_per_a": 3.19, "smiles": "C=C=P(=C)C=C", "e_above_lowest_ev": 4.424, "total_energy_ev": -14581.27378, "total_charge": 0, "symbols": ["C", "C", "P", "C", "C", "C", "H", "H", "H", "H", "H", "H", "H"], "xyz": [[-0.584, 1.161, 2.742], [-0.820, 0.713, 1.533], [-0.106, -0.259, 0.319], [-1.044, -1.500, -0.401], [0.583, 0.681, -1.015], [1.642, 0.408, -1.796], [0.224, 1.172, 3.555], [-1.404, 1.742, 3.137], [-0.709, -1.842, -1.450], [-1.532, -2.285, 0.263], [-0.056, 1.598, -1.403], [2.098, 1.192, -2.434], [2.383, -0.497, -1.818]], "mulliken_charge": [-0.379, -0.150, 0.225, -0.723, -0.155, -0.475, 0.232, 0.218, 0.254, 0.250, 0.237, 0.238, 0.227]}

---

No. 13
{"formula": "C5H7P", "method": "ωB97M-V/def2-TZVPD", "homo_energy_ev": -8.8, "largest_force_ev_per_a": 4.69, "smiles": "P=C=CC1CC1", "e_above_lowest_ev": 2.365, "total_energy_ev": -14583.33246, "total_charge": 0, "symbols": ["P", "C", "C", "C", "C", "C", "H", "H", "H", "H", "H", "H", "H"], "xyz": [[3.471, 0.509, 0.380], [1.994, 0.541, -0.383], [0.701, 0.493, -0.688], [-0.272, 0.122, 0.364], [-1.796, 0.465, 0.172], [-1.266, -0.979, 0.015], [3.602, -0.890, -0.154], [0.666, 0.810, -1.715], [0.052, 0.329, 1.439], [-2.258, 0.579, 1.157], [-2.078, 1.129, -0.542], [-1.209, -1.462, -0.916], [-1.607, -1.646, 0.872]], "mulliken_charge": [-0.233, -0.335, -0.158, 0.254, -0.689, -0.609, 0.027, 0.342, 0.343, 0.215, 0.343, 0.303, 0.196]}

---

No. 14
{"formula": "C5H7P", "method": "ωB97M-V/def2-TZVPD", "homo_energy_ev": [-7.2, -7.2], "largest_force_ev_per_a": 4.41, "e_above_lowest_ev": 3.353, "total_energy_ev": -14582.34541, "total_charge": 0, "symbols": ["C", "C", "C", "C", "C", "P", "H", "H", "H", "H", "H", "H", "H"], "xyz": [[1.052, -0.603, 0.411], [1.844, 0.448, 0.131], [-1.013, -1.298, -0.649], [-0.395, -0.463, 0.147], [-1.028, 0.922, 0.404], [1.233, 2.056, -0.079], [1.372, -1.747, 0.267], [2.896, 0.370, 0.140], [-1.976, -1.195, -1.045], [-0.487, -2.271, -1.089], [-0.550, 1.241, 1.377], [-2.168, 0.903, 0.430], [-0.778, 1.638, -0.445]], "mulliken_charge": [-0.626, -0.186, -0.986, 1.007, -1.234, -0.047, 0.235, 0.376, 0.320, 0.159, 0.413, 0.391, 0.177]}

---

No. 15
{"formula": "C5H8", "method": "ωB97M-V/def2-TZVPD", "homo_energy_ev": -6.8, "largest_force_ev_per_a": 3.13, "e_above_lowest_ev": 7.610, "total_energy_ev": -5306.55694, "total_charge": 0, "symbols": ["C", "C", "C", "C", "C", "H", "H", "H", "H", "H", "H", "H", "H"], "xyz": [[0.168, 1.446, -0.504], [0.161, -0.265, -0.250], [0.123, -1.026, -1.439], [-0.640, -0.563, 1.049], [0.749, -0.318, 1.404], [1.112, 2.008, -0.739], [-0.162, 1.761, 0.504], [-0.533, 1.555, -1.325], [0.443, -2.054, -1.251], [-0.001, -0.559, -2.410], [-1.558, 0.073, 1.061], [-0.812, -1.593, 1.405], [0.950, -0.466, 2.496]], "mulliken_charge": [-1.115, 0.592, -0.879, -0.444, -0.547, 0.255, 0.316, 0.367, 0.258, 0.305, 0.279, 0.315, 0.298]}